Entry from OMol25: a molecular structure, C6H9NO (ωB97M-V with the def2-TZVPD basis set).

Last column: natural (NBO) charge in e.
Positions of all 17 atoms, in Å:
H -0.8657 0.4014 -1.6716  0.47
C 0.6728 -0.3883 -0.6376  0.39
H 1.4477 -2.5253 -0.0192  0.21
C 2.1965 0.7615 0.9864  -0.35
H 1.4505 1.6175 -0.7784  0.21
O 0.0790 -0.2147 -1.7950  -0.71
N -1.9271 0.9627 -1.0115  -0.71
H 2.7707 1.6338 1.2683  0.20
C 0.7296 -1.7155 0.0146  -0.30
H -0.9049 -1.6653 1.5024  0.21
C -2.2671 0.1784 -0.0398  0.03
C 1.4673 0.7474 -0.1290  -0.27
C -0.3226 -1.3140 0.6626  -0.30
H -2.4579 0.5287 0.9714  0.18
H -2.5685 -0.8334 -0.2822  0.19
H -1.7180 1.9099 -0.7026  0.36
H 2.2177 -0.0847 1.6613  0.20

Its energy above the lowest of the compared OMol25 structures with the same formula, charge and spin is 526.18 kJ/mol. The HOMO energy comes out at -0.2951 Ha. The total charge is 0.

***

Entry from OMol25: C19H18ClNO4 in the gas phase (ωB97M-V with the def2-TZVPD basis set).

Last column: natural (NBO) charge in e.
Positions of all 43 atoms, in Å:
H -2.2121 -4.9740 7.0702  0.22
C -0.2609 -1.8250 0.2625  0.48
H -0.4232 -5.6642 5.4223  0.20
H -2.7005 -3.8078 5.7956  0.21
O -1.1216 -4.3575 3.8970  -0.48
H 2.7480 4.2268 0.5945  0.22
H 0.4544 -0.0593 1.3178  0.22
H 1.7848 1.8229 1.4218  0.23
C 0.2124 2.6380 -3.8087  -0.08
H 2.6862 4.2771 -2.0542  0.22
C 2.4050 3.4137 -0.0369  -0.29
H -3.2602 3.8657 -5.2453  0.22
C -2.2886 3.5313 -4.8476  -0.20
H 1.4619 0.8836 -3.4610  0.23
H 1.7589 -2.1422 3.5193  0.51
H -0.9805 2.0022 -2.0880  0.23
C -0.5492 -2.6716 1.4584  -0.30
O 1.2788 -1.9006 2.7370  -0.66
C 1.8493 2.1620 0.3865  -0.25
C 2.3332 3.4481 -1.4379  -0.05
C -1.3169 -5.1693 5.0358  -0.08
C 0.3848 -0.5073 0.3428  -0.30
C 1.4884 1.4619 -0.7526  0.06
H -2.0252 -5.9760 4.7931  0.20
C -1.8640 -4.3582 6.2083  -0.64
C -2.2481 2.9123 -3.6031  -0.20
C -1.0986 3.6607 -5.5928  -0.23
H -1.4096 -3.3070 1.3171  0.24
H -3.1923 2.7212 -3.0524  0.22
O 0.9267 -3.5908 4.6475  -0.61
N 1.7821 2.2597 -1.8686  -0.32
C 0.2220 -2.7459 2.6189  0.23
O -0.8172 -2.1898 -0.7523  -0.55
H -1.0731 -3.6404 6.5283  0.22
Cl 1.4971 3.2997 -6.1764  -0.01
C 0.9060 0.1212 -0.7745  -0.12
H 2.3727 2.3195 -3.9015  0.24
C 1.5061 1.9775 -3.3036  -0.23
C 0.0133 -3.6197 3.8279  0.74
H -1.1469 4.1442 -6.5661  0.23
C 0.1193 3.2213 -5.0836  -0.01
H 0.7746 -0.3756 -1.7427  0.22
C -0.9772 2.5114 -3.0530  -0.18

Its energy above the lowest of the compared OMol25 structures with the same formula, charge and spin is 259.19 kJ/mol. The HOMO energy comes out at -0.2890 Ha. The total charge is 0. The SMILES is CCOC(=O)/C(O)=C/C(=O)/C=C/c1cccn1Cc1ccccc1Cl.

***

Entry from OMol25: C21H24N6O4 in the gas phase (ωB97M-V with the def2-TZVPD basis set).

Last column: natural (NBO) charge in e.
Positions of all 55 atoms, in Å:
H -3.7404 2.2749 -3.5127  0.24
O 0.2234 0.3266 -3.3542  -0.50
C 1.7526 3.5123 -4.1638  -0.19
C -0.2269 -2.4520 4.2044  -0.31
H -0.7965 1.3473 4.4350  0.21
H -0.0820 -3.5164 4.1084  0.22
N -1.9942 2.4007 0.2785  -0.22
H -1.4197 1.3701 2.2339  0.42
O 0.3936 -2.3832 6.5776  -0.50
C 0.4952 -1.0634 -3.2946  -0.06
C -2.3873 0.9860 -1.3918  0.37
C 1.1914 1.1905 -3.7491  0.31
C -2.0042 1.0864 -0.0492  -0.10
C -1.6165 2.3580 -3.9365  0.68
C 3.4163 1.8237 -4.4352  -0.21
H 2.8568 -3.4705 6.5257  0.21
C 2.0977 -4.0409 5.9962  -0.64
N -0.4908 2.9364 -3.4680  -0.62
C 0.7245 -3.7558 6.5988  -0.06
C -0.6359 0.2807 4.3688  -0.21
C 3.0517 3.1562 -4.4789  -0.24
H -2.2655 -0.9513 -1.7179  0.43
H 4.4264 1.5303 -4.6782  0.22
H -0.0513 -4.3504 6.1005  0.17
H -0.4802 -1.5448 -3.4093  0.19
H 3.7690 3.9126 -4.7554  0.22
H 1.3465 -2.5377 -1.9845  0.21
H -2.9834 3.8283 -3.0466  0.25
N -2.3307 3.0989 -0.7291  -0.09
C -0.6520 -1.7480 3.0911  -0.17
C -0.8611 -0.3764 3.1587  0.11
C -0.2134 -0.4193 5.4754  -0.24
N -2.6144 -0.1052 -2.1514  -0.80
O -1.4766 -1.1561 0.3575  -0.66
C 2.5024 0.8509 -4.0689  -0.24
H -0.5777 3.6499 -2.7565  0.41
N -1.2940 0.3783 2.0686  -0.58
H 0.4347 -1.2792 -1.1477  0.24
H -0.8245 -2.2661 2.1626  0.24
O -1.6789 1.5748 -4.8552  -0.59
H -2.4766 -0.0177 -3.1474  0.41
C 1.1228 -1.4746 -1.9669  -0.65
H 2.1271 -3.7587 4.9467  0.21
H 2.0425 -0.9225 -1.7872  0.21
C 0.8243 2.5468 -3.8138  0.07
H -0.0405 0.0809 6.4151  0.22
H 0.7258 -4.0167 7.6612  0.19
H 2.3246 -5.0998 6.0849  0.21
C -2.8472 2.7466 -3.0944  -0.32
N -2.6004 2.2706 -1.7635  -0.20
H 1.1192 -1.3669 -4.1420  0.18
H 1.4444 4.5469 -4.1904  0.22
C -0.0025 -1.7986 5.4106  0.29
C -1.5775 -0.0175 0.8022  0.65
H 2.8298 -0.1752 -4.0218  0.21

Its energy above the lowest of the compared OMol25 structures with the same formula, charge and spin is 190.86 kJ/mol. The HOMO energy comes out at -0.2848 Ha. The total charge is 0. The SMILES is CCOc1ccc(NC(=O)c2nnn(CC(=O)Nc3ccccc3OCC)c2N)cc1.

***

Entry from OMol25: a molecular structure, C28H21Cl3F5I2N4O5PRhSi (ωB97M-V with the def2-TZVPD basis set).

Last column: Löwdin charge in e.
Positions of all 71 atoms, in Å:
O 1.6602 -0.5510 1.6228  -0.32
H 2.1842 1.7630 -6.1225  0.07
C -0.1476 -2.3208 0.0126  -0.29
H 0.2476 -2.6625 -0.9467  0.08
H 0.5885 -2.5430 0.7845  0.08
C 4.3262 -2.9391 3.7254  -0.16
H -1.4714 -0.7748 -2.2251  0.10
C -1.5092 2.8711 0.3351  -0.53
H 2.7218 -2.4122 -0.4731  0.11
N 2.3512 -0.7351 -1.5586  0.01
C -3.7377 3.8310 -0.2776  -0.26
F 0.8965 -1.8368 3.8182  0.09
N -2.4432 -1.2838 1.6039  -0.14
I 1.1866 3.8507 -4.0455  0.91
H -2.8040 -3.3224 1.7887  0.12
C 1.9470 1.2689 -2.7603  -0.43
Si 1.0600 2.4865 1.3195  -0.43
H -4.2674 -1.7221 0.7123  0.12
H -1.2073 -2.7843 2.3596  0.12
H -0.6344 -0.4933 2.3434  0.08
H -3.2328 -3.4714 -0.5653  0.12
C 2.2439 1.2308 -5.1825  -0.24
C 3.1473 -2.7223 -2.5937  -0.03
C 3.0201 -2.7580 4.1314  -0.15
F 5.9937 -2.5177 2.1280  0.11
O -0.6897 2.6860 1.3365  -0.25
O 1.6888 1.8709 -1.6519  -0.28
P -0.3842 -0.4795 -0.0560  1.05
Cl 1.4859 4.4618 0.8629  0.30
C -2.3803 -2.8155 -0.7540  -0.20
C -4.4132 4.1151 2.4209  -0.09
C -5.3097 4.4897 1.4195  -0.09
C 1.8717 1.8920 -3.9965  -0.65
F 4.3608 -0.9898 0.6953  0.04
H -2.5701 3.3123 -1.6595  0.08
I 3.2951 -0.9224 -6.9769  0.86
N -1.3872 -3.0522 0.2923  -0.14
H -2.4611 3.3083 2.8178  0.12
C -4.9799 4.3570 0.0872  -0.02
O -3.4655 3.7174 -1.5865  0.07
C -2.8311 3.4448 0.7232  -0.06
C -3.3991 -1.0883 0.5190  -0.18
Cl 3.5304 1.9364 0.9628  0.09
C -1.3363 -0.3253 1.5292  -0.26
F 5.1664 -3.7087 4.4375  0.10
C -1.9610 -2.6600 1.5818  -0.18
H -4.6786 4.2251 3.4640  0.10
H -3.7156 -0.0437 0.5047  0.13
H -2.2425 0.5024 -1.2944  0.08
C 2.5556 -1.2805 2.2272  -0.29
C 4.7421 -2.3212 2.5654  -0.15
H -5.6641 4.6434 -0.7015  0.11
C 2.7342 -1.9742 -1.4639  -0.13
C 3.1442 -2.1429 -3.8181  -0.05
Rh 1.7265 0.7067 -0.0133  0.60
H -1.9459 -3.0732 -1.7219  0.12
C 3.8826 -1.5144 1.8362  -0.16
Cl 1.2031 2.2207 3.3745  0.30
C 2.3577 -0.1236 -2.7753  -0.12
C 2.6858 -0.0592 -5.1695  -0.68
N -2.8685 -1.4410 -0.8010  -0.15
H 3.4478 -2.7064 -4.6916  0.06
F 2.5793 -3.3668 5.2427  0.11
H 3.4593 -3.7510 -2.4691  0.11
O -1.2484 2.5832 -0.8250  0.04
C 2.7437 -0.7913 -3.9591  -0.21
C -3.1804 3.6022 2.0639  -0.01
C -1.8228 -0.5001 -1.2271  -0.27
H -6.2821 4.8857 1.6894  0.10
C 2.1694 -1.9623 3.3962  -0.14
H -1.7324 0.6812 1.6274  0.08

The HOMO energy comes out at -0.1957 Ha. The total charge is -1.

***

| no. | largest force on an atom (eV/A) |
| --- | --- |
| 1 | 1.31 |
| 2 | 3.34 |
| 3 | 1.21 |
| 4 | 1.86 |